168
Properties=species:S:1:pos:R:3:forces:R:3 method="wB97M-V/def2-TZVPD" charge=+2 mol_weight_g_mol=1415.25 lumo_energy_ev=-5.75 e_homo_ev=-11.73
In 1.0662 0.5970 0.5291 -0.324 -0.590 -0.287
C -2.6730 2.7310 -3.6081 -0.070 -0.029 0.065
C -3.0293 1.2835 -3.5323 -0.114 -0.055 -0.093
C -3.8207 0.6034 -4.4247 0.173 0.073 0.197
C -4.1144 -0.7762 -4.2533 0.059 0.127 0.019
N -3.6855 -1.4409 -3.2013 -0.187 -0.436 -0.019
N -2.9403 -0.7803 -2.3484 0.280 0.705 -0.212
B -2.2327 -1.1019 -0.9845 -0.069 0.057 0.053
N -3.2402 -1.1162 0.1552 -0.177 -0.200 0.632
N -4.5173 -0.9433 -0.2058 -0.150 -0.020 -0.329
C -5.4564 -1.0517 0.6829 -0.001 -0.025 0.090
C -5.1439 -1.4249 2.0197 0.230 0.003 -0.036
C -3.8467 -1.5490 2.4116 -0.224 0.043 -0.011
C -3.4680 -1.9429 3.8016 0.022 -0.050 0.008
C -2.8292 -1.2930 1.4311 -0.157 0.080 -0.271
S -1.1950 -1.1648 1.8159 0.478 -0.314 -0.054
C -6.8784 -0.7478 0.2492 -0.057 0.050 -0.135
C -7.8090 -1.8994 0.6514 0.116 0.028 -0.010
C -6.9391 -0.5538 -1.2684 0.046 -0.045 0.134
C -7.3189 0.5456 0.9520 0.036 -0.078 -0.019
N -1.4571 -2.4240 -1.0522 0.467 -0.578 -0.095
N -2.4300 -3.3540 -1.0722 -0.263 0.090 -0.026
C -2.1541 -4.6062 -1.2668 0.099 -0.040 -0.017
C -0.8093 -5.0207 -1.4420 -0.001 0.242 0.039
C 0.1927 -4.1003 -1.4080 0.014 -0.118 -0.030
C 1.6233 -4.4846 -1.5929 0.026 -0.001 -0.018
C -0.1485 -2.7200 -1.2068 -0.711 0.107 0.261
S 1.0697 -1.5457 -1.2292 0.509 0.704 0.346
C -3.3132 -5.5818 -1.3381 -0.117 0.038 -0.007
C -4.6377 -4.8510 -1.1042 0.136 -0.021 -0.005
C -3.3178 -6.2015 -2.7439 0.020 0.046 0.090
C -3.1237 -6.6698 -0.2739 0.055 0.093 -0.038
C -2.5664 0.4908 -2.4746 -0.156 -0.255 -0.288
S -1.5055 0.7212 -1.1353 0.138 0.238 0.060
C -4.9124 -1.5245 -5.3008 -0.097 -0.097 -0.114
C -4.1091 -1.5189 -6.6121 -0.034 -0.009 0.094
C -5.1654 -2.9681 -4.8689 0.027 0.080 0.039
C -6.2604 -0.8189 -5.5168 0.095 -0.007 0.080
H -2.9124 3.1501 -4.5825 0.032 0.010 -0.009
H -1.6100 2.8688 -3.4026 -0.003 0.060 -0.040
H -3.2339 3.2789 -2.8471 0.026 0.050 -0.012
H -4.2208 1.1322 -5.2798 -0.016 -0.049 -0.045
H -5.9408 -1.6129 2.7272 -0.014 0.057 0.019
H -4.3002 -1.7946 4.4867 -0.007 -0.006 0.004
H -2.6006 -1.3816 4.1413 -0.048 -0.029 0.055
H -3.1920 -3.0000 3.8206 0.043 0.010 0.007
H -7.4434 -2.8483 0.2551 -0.034 -0.033 0.001
H -8.8053 -1.7215 0.2478 -0.018 0.002 0.016
H -7.9029 -1.9849 1.7343 -0.017 -0.046 0.008
H -6.6078 -1.4599 -1.7781 -0.007 0.006 -0.070
H -6.2916 0.2661 -1.5797 -0.015 0.021 -0.062
H -7.9619 -0.3302 -1.5716 -0.016 0.000 0.025
H -7.2838 0.4393 2.0378 -0.015 0.022 0.015
H -8.3441 0.7866 0.6704 -0.013 0.018 0.012
H -6.6768 1.3810 0.6656 -0.006 0.019 0.000
H -0.5809 -6.0648 -1.6084 0.013 -0.018 0.028
H 1.7236 -5.5626 -1.6987 -0.022 -0.014 -0.032
H 2.2155 -4.1532 -0.7395 0.032 0.022 -0.048
H 2.0281 -3.9944 -2.4795 0.066 -0.022 0.002
H -4.7554 -4.0369 -1.8192 -0.071 0.027 -0.008
H -4.6709 -4.4239 -0.1005 -0.050 0.016 0.013
H -5.4660 -5.5506 -1.2167 0.006 -0.024 0.010
H -3.4535 -5.4250 -3.4977 -0.010 -0.011 -0.047
H -4.1400 -6.9114 -2.8307 0.003 -0.025 -0.008
H -2.3882 -6.7306 -2.9573 -0.010 -0.040 -0.021
H -3.0725 -6.2265 0.7222 -0.020 -0.031 0.026
H -2.2114 -7.2443 -0.4399 -0.006 -0.045 0.011
H -3.9658 -7.3607 -0.2999 0.003 -0.024 -0.001
H -3.1376 -1.9977 -6.4778 0.010 -0.009 -0.008
H -3.9479 -0.5057 -6.9835 0.010 0.002 -0.029
H -4.6592 -2.0728 -7.3724 0.005 0.019 -0.036
H -4.2281 -3.5017 -4.7164 0.000 -0.031 0.033
H -5.7333 -3.4839 -5.6426 -0.008 0.020 -0.024
H -5.7369 -3.0026 -3.9409 0.011 -0.048 0.025
H -6.1375 0.1729 -5.9536 -0.030 0.018 0.001
H -6.7996 -0.7196 -4.5732 -0.048 -0.003 -0.010
H -6.8706 -1.4084 -6.1999 -0.013 0.019 -0.021
C -2.1697 1.4585 3.9997 0.144 0.111 0.059
C -2.2015 2.5325 2.9031 0.255 -0.478 -0.246
C -2.7866 3.8235 3.4945 0.301 0.187 -0.121
C -3.1246 2.0160 1.7882 0.103 0.073 -0.072
Si -0.4131 2.8745 2.2354 0.313 0.259 0.159
C 1.0118 2.7740 3.5511 -0.139 -0.140 -0.366
C 1.1435 1.3642 4.1469 -0.134 0.064 -0.010
C 2.3622 3.1529 2.9326 -0.166 0.094 0.006
C 0.6942 3.7675 4.6812 -0.131 0.050 -0.041
C -0.2832 4.2960 0.9187 0.001 -0.434 -0.076
C -1.5726 4.4512 0.1025 0.003 -0.056 0.102
C 0.8478 4.0229 -0.0812 -0.045 0.040 0.225
C -0.0102 5.6180 1.6544 0.004 -0.148 0.192
H -3.1956 1.1962 4.2721 -0.045 0.051 -0.004
H -1.6760 1.8174 4.9031 -0.031 -0.019 0.029
H -1.6703 0.5530 3.6533 -0.057 0.079 0.118
H -3.7744 3.5998 3.9040 -0.017 -0.037 0.007
H -2.9094 4.6067 2.7463 -0.038 0.021 0.031
H -2.1730 4.2203 4.3049 -0.053 0.029 0.031
H -4.0912 1.7469 2.2236 -0.029 0.009 0.049
H -2.7036 1.1276 1.3182 -0.105 0.151 0.040
H -3.3031 2.7617 1.0169 -0.043 -0.031 -0.021
H 1.2192 0.5979 3.3710 0.037 -0.058 0.094
H 0.3030 1.1134 4.7896 0.033 -0.068 -0.032
H 2.0488 1.3164 4.7573 0.038 0.014 -0.010
H 2.6145 2.4966 2.0962 0.057 0.077 -0.001
H 3.1440 3.0461 3.6883 0.014 -0.025 0.023
H 2.3794 4.1865 2.5881 0.074 -0.030 -0.053
H -0.2274 3.5133 5.2056 0.013 0.014 0.012
H 0.6161 4.7934 4.3178 -0.006 0.018 0.055
H 1.5046 3.7366 5.4133 0.022 0.003 0.014
H -1.8066 3.5371 -0.4461 -0.053 0.035 -0.002
H -1.4334 5.2564 -0.6238 0.041 0.019 -0.020
H -2.4242 4.7219 0.7246 -0.039 -0.006 -0.059
H 0.6183 3.1514 -0.7000 0.050 0.066 -0.069
H 1.8041 3.8544 0.4137 -0.015 -0.024 -0.071
H 0.9629 4.8873 -0.7406 -0.010 0.020 -0.010
H -0.7826 5.8381 2.3940 0.020 0.074 0.016
H -0.0058 6.4327 0.9266 -0.015 0.008 -0.031
H 0.9589 5.6178 2.1526 -0.028 0.064 0.022
I 1.6439 -3.5634 2.2570 0.073 0.165 0.089
C 2.9946 -2.0158 2.6858 -0.121 -0.110 -0.080
C 3.8937 -2.2044 3.7272 0.015 -0.002 0.004
C 4.8529 -1.2323 3.9511 -0.026 0.005 -0.017
C 4.8843 -0.1147 3.1294 0.029 0.014 -0.015
C 3.9242 -0.0067 2.1442 -0.026 0.019 -0.005
N 2.9803 -0.9302 1.9241 -0.228 0.223 -0.173
H 3.8436 -3.0932 4.3383 0.008 -0.030 -0.030
H 5.5722 -1.3550 4.7495 0.010 0.006 0.005
H 5.6359 0.6526 3.2485 -0.009 0.027 -0.003
H 3.8960 0.8511 1.4798 0.104 -0.004 0.060
C 6.0017 0.6927 -0.5502 -0.177 -0.063 -0.194
Si 5.1773 0.0552 -2.1394 0.178 -0.019 0.096
C 6.3488 0.4002 -3.5766 -0.345 -0.047 0.130
C 4.7690 -1.7818 -1.9919 0.045 0.281 -0.055
Sb 2.8803 1.2812 -2.3550 0.277 -0.128 -0.123
Si 2.0459 0.3994 -4.6792 -0.259 -0.074 -0.198
C 0.5173 1.4317 -5.1146 0.275 -0.078 0.118
C 1.5340 -1.4179 -4.6011 0.110 0.233 0.066
C 3.3708 0.5977 -6.0097 -0.119 0.069 0.343
Si 3.6153 3.7202 -2.9163 -0.012 0.224 0.063
C 2.0634 4.6497 -3.4791 0.124 -0.205 0.076
C 4.9332 3.8987 -4.2520 -0.143 -0.181 0.205
C 4.2846 4.4168 -1.2884 -0.085 -0.154 -0.193
H 7.0559 0.9051 -0.7351 0.021 -0.005 -0.047
H 5.9537 -0.0531 0.2440 -0.034 -0.023 0.002
H 5.5414 1.6128 -0.1851 0.017 0.027 0.006
H 7.2744 -0.1648 -3.4465 -0.009 -0.050 0.068
H 6.6120 1.4567 -3.6252 -0.008 0.013 0.011
H 5.9156 0.1169 -4.5355 0.016 0.005 -0.021
H 5.6245 -2.3467 -1.6161 0.068 0.042 -0.010
H 4.4975 -2.1995 -2.9634 -0.022 0.001 -0.022
H 3.9291 -1.9389 -1.3128 0.003 -0.012 0.027
H -0.2933 1.2260 -4.4118 0.035 -0.036 0.058
H 0.1598 1.1918 -6.1182 0.036 -0.059 -0.035
H 0.7313 2.5011 -5.0840 -0.005 0.023 0.000
H 0.5813 -1.5394 -4.0857 -0.004 0.026 0.029
H 2.2761 -2.0128 -4.0673 0.011 -0.038 -0.003
H 1.4326 -1.8291 -5.6079 0.038 0.097 -0.076
H 3.8602 1.5690 -5.9555 0.022 0.001 -0.025
H 2.9287 0.5065 -7.0035 -0.099 -0.045 0.011
H 4.1374 -0.1720 -5.9169 0.006 -0.015 0.016
H 1.9671 4.5983 -4.5650 -0.010 -0.047 -0.025
H 2.1262 5.7070 -3.2131 0.063 0.016 0.026
H 1.1516 4.2446 -3.0375 -0.004 0.012 -0.011
H 4.7026 3.3106 -5.1391 0.005 0.022 -0.024
H 5.9148 3.5931 -3.8900 0.001 -0.020 0.008
H 5.0097 4.9433 -4.5614 -0.064 0.051 0.057
H 3.7805 3.9910 -0.4200 0.012 0.023 -0.004
H 4.1638 5.5010 -1.2511 0.002 0.033 -0.029
H 5.3503 4.2009 -1.1966 0.023 -0.032 0.005